19 unconnected molecules or ions with the total composition C66H181N11O26 at a distorted geometry, computed with ωB97M-V/def2-TZVPD.

The value obtained for the LUMO energy is 0.3 eV. For the total energy, the calculation gives -140979.93924 eV. Its multiplicity is 1. As for the net charge: 0. The calculation puts the maximum force at 3.3 eV/Å. Its HOMO-LUMO gap is 8.514 eV.

Structure (XYZ):
```
284
Properties=species:S:1:pos:R:3:forces:R:3:mulliken_charge:R:1
C 0.8843 0.7472 5.4250 -0.360 0.795 -1.146 -0.606
O -0.1155 0.2870 4.5381 0.929 -1.881 0.243 -0.335
C -1.2076 1.0780 4.2925 -0.726 1.008 -0.557 -0.550
C -0.9322 2.1768 3.2565 0.293 -0.761 -0.863 -0.397
N -0.5668 1.6994 1.9174 -0.827 -0.127 -0.569 -0.264
C -0.1826 2.8368 1.0643 0.328 -0.861 -0.605 -0.799
C 0.1990 2.4724 -0.4126 0.011 0.647 0.886 -0.588
O -0.8973 1.9472 -1.0903 -0.959 -0.364 -0.578 -0.241
C -0.7356 1.6896 -2.4859 0.682 0.136 0.733 -0.744
H 1.7537 0.1372 5.1795 0.091 0.216 0.440 0.167
H 0.6217 0.7406 6.4829 -0.217 -0.436 0.079 0.266
H 1.0383 1.7905 5.1495 0.702 0.197 0.259 0.301
H -1.5596 1.5421 5.2138 -0.169 0.237 0.187 0.365
H -1.9962 0.4145 3.9376 -0.065 0.033 -0.118 0.313
H -0.0785 2.7740 3.5765 -0.265 0.714 0.641 0.241
H -1.8468 2.7399 3.0706 0.110 0.460 0.593 0.307
H 0.1382 0.9770 1.9516 0.242 0.107 0.004 0.203
H 0.6633 3.3286 1.5445 0.478 0.395 -0.255 0.444
H -0.9755 3.5841 1.0329 -0.283 -0.206 0.066 0.369
H 1.0849 1.8373 -0.4111 0.026 -0.634 -0.034 0.341
H 0.5083 3.3638 -0.9584 0.185 0.531 0.265 0.379
H -1.7122 1.4789 -2.9218 0.157 -0.356 0.263 0.240
H 0.0077 0.9004 -2.5992 -0.305 -0.563 -0.230 0.281
H -0.3078 2.5049 -3.0693 -0.038 0.680 0.287 0.307
C -9.8483 1.8739 -7.9956 0.550 0.034 -1.281 -0.695
O -10.0820 2.3561 -9.3623 0.263 0.040 1.888 -0.304
C -11.4475 2.4942 -9.6576 -0.370 -1.142 -0.728 -0.649
C -12.1585 1.1538 -9.8080 0.225 0.792 -0.038 -0.602
N -11.6744 0.2624 -10.8534 -0.621 -0.462 0.470 -0.345
C -12.5329 -0.8961 -10.7871 -0.979 -2.077 -2.376 -0.538
C -12.2804 -1.8173 -12.0697 0.234 0.130 0.547 -0.580
O -13.2077 -2.8605 -12.3099 -1.200 0.213 0.284 -0.346
C -14.4501 -2.4422 -12.8846 0.344 0.388 -0.620 -0.725
H -8.7649 1.8504 -7.8781 -0.043 -0.132 -0.151 0.236
H -10.2385 0.8637 -7.8716 -0.022 -0.035 0.012 0.282
H -10.2128 2.4981 -7.1798 -0.485 0.392 -0.348 0.297
H -11.5485 2.9851 -10.6255 0.329 0.336 0.102 0.364
H -12.0230 3.0273 -8.9008 0.224 0.440 0.210 0.362
H -13.1674 1.4270 -10.1173 -0.239 -0.106 0.178 0.380
H -12.2236 0.6855 -8.8259 -0.096 -0.345 0.195 0.377
H -10.7854 -0.1755 -10.6586 0.712 0.864 0.262 0.274
H -13.6011 -0.6795 -10.7963 -0.023 0.664 -0.173 0.370
H -12.4399 -1.5047 -9.8876 0.449 -0.150 0.248 0.285
H -11.3255 -2.3347 -11.9778 0.112 -0.017 0.292 0.297
H -12.1718 -1.2402 -12.9880 -0.221 0.624 0.104 0.401
H -14.3128 -1.9432 -13.8439 0.551 -0.035 -0.386 0.308
H -15.0191 -1.6813 -12.3503 0.072 -0.240 0.810 0.275
H -15.0910 -3.2931 -13.1151 0.258 -0.185 0.499 0.276
C 0.3944 -0.6020 15.0640 -0.194 -0.043 0.528 -0.802
O 0.6007 -1.9793 15.3879 0.130 0.108 -0.640 -0.272
C -0.4777 -2.5726 16.1232 0.643 -0.013 0.058 -0.707
C -0.1882 -4.0057 16.5511 2.074 0.759 -0.170 -0.409
N 0.8743 -4.0617 17.5715 -0.100 -0.421 1.104 -0.368
C 1.0343 -5.3983 18.1368 -0.662 -0.727 -0.757 -0.913
C 1.2809 -6.5706 17.0843 -0.253 0.113 0.566 -0.516
O 0.1167 -7.0857 16.4159 -0.722 0.430 -0.130 -0.308
C 0.2528 -8.3281 15.7080 1.315 0.253 0.855 -0.739
H -0.4937 -0.4047 14.4637 -0.343 -0.367 0.018 0.324
H 1.2055 -0.1388 14.5022 0.421 -0.774 -0.028 0.247
H 0.3236 -0.0051 15.9732 -0.206 0.017 0.277 0.336
H -1.3764 -2.6412 15.5103 -0.250 0.552 -0.029 0.362
H -0.5749 -1.9766 17.0307 -0.653 0.095 0.100 0.344
H 0.2644 -4.5575 15.7273 -1.082 -0.245 -0.655 0.322
H -1.1153 -4.4296 16.9369 0.201 -0.249 -0.077 0.378
H 1.7877 -3.8290 17.2087 -0.197 0.516 -0.525 0.265
H 0.1901 -5.5771 18.8027 -0.344 -0.440 -0.309 0.362
H 1.8735 -5.4206 18.8321 0.343 0.163 -0.285 0.398
H 1.8095 -7.3621 17.6155 -0.125 -0.389 0.130 0.517
H 2.0043 -6.1831 16.3668 0.053 0.106 -0.401 0.330
H 1.0609 -8.2659 14.9792 0.358 -0.015 0.063 0.304
H -0.5873 -8.7094 15.1276 -0.645 0.941 0.439 0.252
H 0.4757 -9.0823 16.4627 0.253 -0.355 -0.142 0.292
C 8.9239 -9.0069 -0.9120 -1.036 -0.188 1.336 -0.717
O 7.9883 -8.0010 -0.4477 0.991 0.427 -1.029 -0.395
C 8.5344 -6.6728 -0.5662 -0.100 -0.396 -1.181 -0.570
C 8.8172 -6.1986 -2.0436 -0.502 0.382 1.040 -0.489
N 8.9216 -4.7202 -2.0760 1.027 -0.607 -1.547 -0.311
C 9.6174 -4.2948 -3.3222 0.185 1.922 0.952 -0.570
C 9.5590 -2.7480 -3.3788 0.391 -0.355 0.765 -0.676
O 8.2222 -2.3217 -3.3868 -0.657 1.088 -1.458 -0.243
C 8.0740 -0.9064 -3.6732 -0.319 -0.922 0.767 -0.788
H 8.7726 -9.8181 -0.1999 0.197 -0.209 -0.026 0.272
H 9.9663 -8.7010 -0.8234 -0.006 0.244 -0.211 0.341
H 8.6879 -9.4357 -1.8859 0.018 0.533 -0.284 0.244
H 9.4634 -6.6650 0.0039 0.140 0.362 0.053 0.345
H 7.8245 -5.9692 -0.1313 -0.051 -0.210 0.121 0.343
H 8.0167 -6.4929 -2.7223 -0.155 -0.531 0.076 0.287
H 9.7505 -6.6251 -2.4112 0.038 0.006 0.028 0.378
H 8.0068 -4.3140 -2.2110 -0.400 -0.091 0.499 0.210
H 9.2436 -4.6272 -4.2906 -0.615 -0.518 0.048 0.315
H 10.6747 -4.5598 -3.3231 0.057 -0.196 0.362 0.407
H 10.1636 -2.4052 -4.2185 -0.260 0.173 -0.477 0.400
H 9.9574 -2.2567 -2.4911 0.745 -0.444 0.306 0.357
H 8.5049 -0.3038 -2.8736 0.103 -0.030 0.258 0.325
H 6.9984 -0.7308 -3.6893 0.108 0.056 -0.102 0.225
H 8.5271 -0.5517 -4.5990 0.067 -0.495 -0.279 0.310
C 6.5559 -5.2198 -17.8995 -1.078 -0.166 -0.315 -0.784
O 7.0143 -4.0943 -17.2221 0.486 -0.384 0.465 -0.290
C 8.2776 -4.3188 -16.5870 -0.977 2.433 -0.350 -0.541
C 8.5939 -2.9836 -15.8399 0.653 -1.677 -0.144 -0.679
N 7.9569 -2.8540 -14.5370 0.321 0.993 -0.210 -0.282
C 8.4675 -1.6423 -13.8538 -1.661 -0.456 1.168 -0.722
C 7.6493 -1.3480 -12.5468 -0.934 0.947 -0.789 -0.546
O 6.2587 -0.9166 -12.7823 1.787 -1.208 -0.574 -0.294
C 5.6149 -0.3830 -11.6643 0.150 0.911 -0.307 -0.722
H 7.1803 -5.5351 -18.7354 0.486 -0.119 0.099 0.300
H 5.5911 -4.9827 -18.3478 -0.049 0.254 0.036 0.255
H 6.3454 -6.0421 -17.2158 0.318 -0.321 0.082 0.311
H 9.0099 -4.4479 -17.3840 0.336 -0.193 0.048 0.362
H 8.2985 -5.1796 -15.9186 -0.235 -0.137 0.122 0.326
H 8.3909 -2.1132 -16.4638 -0.223 -0.199 -0.061 0.368
H 9.6740 -3.0664 -15.7193 0.593 0.454 0.065 0.381
H 8.2566 -3.6460 -13.9865 -0.151 -0.187 0.196 0.234
H 8.4542 -0.7631 -14.4979 -0.427 -0.130 -0.186 0.388
H 9.5087 -1.7329 -13.5443 0.328 -0.194 0.141 0.385
H 8.1464 -0.5076 -12.0624 0.188 0.078 0.269 0.393
H 7.6197 -2.1851 -11.8493 0.192 -0.277 -0.098 0.319
H 6.1819 0.4601 -11.2694 0.180 0.299 0.140 0.309
H 5.4343 -1.0371 -10.8112 -0.081 -0.565 -0.192 0.279
H 4.6914 0.0241 -12.0760 -0.204 -0.157 0.395 0.250
C -4.6617 -7.4921 10.4845 1.409 0.600 0.563 -0.702
O -5.2017 -6.6175 9.5423 -1.135 -0.568 -0.642 -0.367
C -4.5569 -5.3939 9.2988 0.151 0.791 0.298 -0.450
C -4.6376 -4.4561 10.5352 -0.607 -1.698 0.118 -0.834
N -6.0109 -4.3813 11.0232 -0.379 1.884 -0.177 -0.387
C -6.8376 -3.4745 10.2030 -0.025 0.065 0.736 -0.393
C -8.3034 -3.6016 10.5698 -0.474 -0.466 -1.261 -0.737
O -8.6743 -4.8934 10.1104 -0.770 -0.291 1.057 -0.261
C -9.9987 -5.2545 10.4793 0.412 -0.728 -0.237 -0.802
H -3.6081 -7.5820 10.2200 0.322 -0.553 0.287 0.320
H -5.1228 -8.4763 10.5671 -0.346 0.223 -0.787 0.261
H -4.7002 -7.0856 11.4952 -0.027 0.198 0.244 0.284
H -5.0646 -5.0177 8.4107 -0.287 0.336 0.234 0.322
H -3.5212 -5.4380 8.9620 0.453 -0.732 0.232 0.392
H -4.1071 -3.5198 10.3620 -0.449 0.194 0.068 0.395
H -4.1872 -4.9572 11.3919 0.940 0.009 -0.297 0.347
H -6.3914 -5.3163 10.9895 -0.209 -0.047 -0.174 0.318
H -6.6370 -3.6798 9.1514 -0.587 0.090 -0.328 0.247
H -6.5689 -2.4328 10.3783 0.408 0.037 0.181 0.372
H -9.0031 -2.9376 10.0623 0.470 0.760 -0.503 0.448
H -8.5454 -3.3974 11.6128 0.517 -0.583 0.495 0.367
H -10.0697 -6.3120 10.2250 -0.247 0.047 -0.055 0.238
H -10.7813 -4.7054 9.9557 0.105 0.262 -0.325 0.292
H -10.2200 -5.1668 11.5430 0.357 0.171 0.273 0.331
C 3.9368 -3.0573 -2.1540 0.346 -0.343 1.230 -0.688
O 4.1204 -3.2299 -0.7110 0.320 0.511 -1.020 -0.234
C 3.0198 -2.8139 0.1012 -0.948 -0.882 -1.216 -0.581
C 3.3397 -2.7587 1.5898 1.021 0.639 0.065 -0.837
N 3.9228 -1.4577 1.8550 -0.740 1.520 -0.123 -0.101
C 5.3185 -1.2336 1.5132 -0.024 0.463 0.930 -0.590
C 5.7384 0.1760 2.1008 1.028 -1.335 -0.954 -0.560
O 5.6386 0.1199 3.4990 -0.250 0.236 0.629 -0.294
C 6.3518 1.1040 4.2758 -1.389 -0.346 -0.770 -0.797
H 3.7276 -2.0176 -2.4058 0.022 0.090 0.045 0.302
H 3.1815 -3.6998 -2.6065 -0.580 -0.051 0.495 0.344
H 4.8477 -3.3997 -2.6452 0.272 0.343 0.328 0.122
H 2.2040 -3.4572 -0.2287 -0.382 -0.655 0.781 0.547
H 2.6059 -1.8469 -0.1848 0.581 0.565 -0.033 0.276
H 4.0664 -3.4911 1.9411 0.084 -0.764 -0.542 0.350
H 2.4863 -2.9045 2.2521 -0.337 0.170 -0.450 0.414
H 3.6945 -1.0476 2.7493 0.108 -0.350 0.031 0.142
H 5.4959 -1.2876 0.4391 -0.189 0.302 -0.109 0.256
H 5.8335 -2.0994 1.9295 1.018 0.226 0.271 0.307
H 5.1939 0.9124 1.5097 -1.132 0.397 0.774 0.312
H 6.7458 0.5296 1.8809 0.639 -0.833 -0.373 0.446
H 6.0978 0.8549 5.3061 0.293 0.126 -0.038 0.238
H 5.9265 2.0764 4.0274 0.164 0.301 0.171 0.327
H 7.4288 1.1279 4.1095 0.073 -0.306 -0.133 0.301
C 6.3860 0.5365 13.9459 0.501 1.123 -1.448 -1.367
C 6.4764 0.0108 15.3341 0.539 0.269 0.241 0.339
C 6.1308 1.0781 16.3781 0.824 0.131 -0.649 -0.700
O 7.0480 2.1337 16.2324 -0.245 1.949 0.486 -0.302
C 6.5894 3.3214 16.9670 0.135 -1.188 -1.162 -0.731
N 5.5211 -1.0446 15.4140 -0.833 -0.974 1.102 -0.685
H 7.1925 1.2097 13.6553 -0.145 0.344 0.152 0.295
H 5.4146 1.0105 13.8056 -0.027 0.473 0.083 0.309
H 6.3735 -0.2253 13.1664 0.265 -0.503 0.278 0.432
H 7.4804 -0.3477 15.5611 0.087 -0.160 -0.018 0.301
H 6.2413 0.7168 17.4005 -0.620 -0.414 0.072 0.383
H 5.1521 1.4913 16.1342 -0.574 -0.312 0.351 0.344
H 6.5253 3.0855 18.0292 0.545 0.343 0.165 0.288
H 5.5820 3.6250 16.6824 -0.320 -0.338 -0.326 0.320
H 7.2086 4.1573 16.6415 0.388 -0.252 0.628 0.260
H 4.6342 -0.5784 15.2865 -0.558 -0.337 0.043 0.244
H 5.6231 -1.6569 14.6173 0.024 -0.170 0.009 0.273
C -6.3659 -3.6623 0.8763 -0.154 -0.391 0.304 -1.396
C -5.1602 -3.7389 -0.0455 0.576 -0.507 1.797 0.510
C -5.2650 -4.8358 -1.1009 -0.955 1.434 0.594 -0.599
O -5.2846 -6.0812 -0.4582 0.639 -0.361 0.231 -0.295
C -5.1136 -7.2169 -1.2835 0.017 0.161 -0.202 -0.741
N -4.8896 -2.4328 -0.5811 0.198 1.044 -1.544 -0.783
H -7.2383 -3.2759 0.3494 0.041 0.107 -0.114 0.339
H -6.1754 -3.0299 1.7434 0.077 0.238 -0.129 0.337
H -6.6353 -4.6328 1.2932 0.112 -0.161 -0.165 0.324
H -4.2592 -3.9342 0.5359 -0.107 -1.007 0.501 0.315
H -4.4643 -4.5829 -1.7959 0.327 -0.966 -0.376 0.292
H -6.2320 -4.6455 -1.5664 -0.134 -0.244 -0.693 0.317
H -5.8664 -7.2214 -2.0718 0.003 -0.069 -0.238 0.305
H -5.2079 -8.1437 -0.7176 -0.278 0.321 0.394 0.250
H -4.1112 -7.2643 -1.7090 0.117 0.276 -0.281 0.292
H -4.3198 -1.8997 0.0602 -0.422 0.180 0.646 0.286
H -4.1969 -2.5463 -1.3073 -0.044 -0.036 -0.725 0.248
C -4.0792 3.2941 -13.0333 -0.629 -0.858 -0.630 -1.529
C -4.7589 4.5244 -13.6424 0.173 -0.337 2.122 0.434
C -6.0371 4.2652 -14.4058 0.676 -1.028 -0.497 -0.630
O -6.5887 5.4605 -14.9078 -0.536 0.166 -0.434 -0.341
C -5.9777 6.0133 -16.0741 0.203 0.112 0.404 -0.701
N -5.0404 5.4202 -12.4888 1.069 0.494 -1.275 -0.688
H -3.1837 3.4616 -12.4349 0.223 0.554 -0.650 0.359
H -3.9186 2.5986 -13.8570 0.529 -0.295 0.126 0.366
H -4.6855 2.7457 -12.3124 -0.683 0.157 -0.087 0.323
H -4.0556 4.9423 -14.3627 0.179 0.578 0.387 0.279
H -6.7305 3.7043 -13.7791 -0.508 0.649 0.263 0.358
H -5.8365 3.5355 -15.1902 0.124 0.069 -0.645 0.336
H -4.9405 6.2819 -15.8738 0.186 -0.037 -0.048 0.298
H -6.4870 6.9365 -16.3503 -0.230 -0.073 0.368 0.263
H -6.0060 5.3877 -16.9663 -0.100 -0.522 0.162 0.300
H -5.2918 6.2943 -12.9280 -0.467 0.361 0.526 0.298
H -5.8258 5.0631 -11.9638 -0.217 0.010 -0.080 0.276
C 5.0133 11.4171 -7.3486 -0.144 -1.957 -0.028 -1.364
C 4.2776 10.1587 -6.6836 1.388 0.372 -0.923 0.443
C 4.8589 8.7786 -7.0631 -0.728 0.053 -0.933 -0.758
O 4.7548 8.4772 -8.4727 1.561 0.848 0.874 -0.382
C 3.4800 8.3881 -9.0379 0.200 -0.582 -0.117 -0.678
N 4.3262 10.3128 -5.2281 -1.117 0.494 -0.439 -0.683
H 4.4761 12.3454 -7.1544 -0.090 -0.110 0.153 0.408
H 5.0659 11.2628 -8.4264 0.089 0.143 -0.078 0.325
H 6.0253 11.4748 -6.9478 0.073 0.142 -0.047 0.338
H 3.2819 10.2255 -7.1221 -0.459 -0.207 0.766 0.188
H 4.4034 7.9039 -6.5988 -0.713 0.428 0.724 0.409
H 5.8846 8.7176 -6.6994 0.416 0.143 -0.747 0.353
H 3.0206 9.3448 -9.2864 0.048 0.184 0.019 0.250
H 2.7927 7.8104 -8.4197 -0.161 -0.058 0.212 0.320
H 3.6808 7.8166 -9.9440 -0.463 0.145 -0.192 0.249
H 4.2195 11.3163 -5.1882 -0.230 0.246 1.032 0.297
H 5.2480 10.1533 -4.8474 0.323 -0.282 -0.266 0.287
C -6.3303 4.9951 -0.2374 0.650 0.219 -0.878 -0.572
O -6.8661 3.7383 0.1899 0.120 0.952 -0.175 -0.485
H -5.7063 4.9146 -1.1275 0.192 -0.541 -0.137 0.232
H -7.0562 5.7255 -0.5949 -0.707 -0.347 0.563 0.254
H -5.6768 5.5025 0.4722 -0.232 -0.268 0.568 0.255
H -6.3100 3.0510 -0.1841 -0.016 -0.023 0.066 0.316
C -2.4428 8.3058 -6.1122 0.523 -0.028 0.826 -0.468
O -2.9018 8.8903 -7.2799 -0.217 0.481 -1.211 -0.502
H -1.9001 9.0872 -5.5801 -0.378 0.080 0.319 0.199
H -3.2784 7.9125 -5.5332 0.161 -0.031 0.380 0.239
H -1.6790 7.5393 -6.2437 -0.125 -0.421 -0.353 0.233
H -3.4279 8.2700 -7.7899 0.041 -0.082 0.032 0.299
C -3.2717 8.1841 7.7386 -0.659 0.518 0.368 -0.430
O -3.3205 7.0390 8.5297 0.259 -1.613 0.431 -0.503
H -2.8211 8.9056 8.4202 -0.090 0.645 -0.610 0.184
H -2.7073 8.1034 6.8096 0.248 -0.294 0.063 0.194
H -4.3023 8.4240 7.4772 0.105 0.738 -0.120 0.241
H -4.1731 6.6043 8.4543 0.133 -0.010 -0.135 0.315
C 9.3202 -3.3526 7.4508 -0.585 0.673 1.591 -0.553
O 10.2450 -4.4121 7.6568 -0.086 0.150 -0.782 -0.493
H 9.1724 -2.9121 6.4648 0.620 -0.812 -0.257 0.241
H 8.3496 -3.6413 7.8542 -0.371 -0.169 -0.389 0.253
H 9.6091 -2.5372 8.1141 0.146 0.472 -0.158 0.245
H 10.2199 -4.5198 8.6104 0.276 -0.314 -0.008 0.306
C -6.4651 -2.5259 -7.9104 0.388 0.613 0.878 -0.556
O -7.0771 -2.7120 -9.1591 -0.056 -0.626 -0.183 -0.476
H -5.9784 -1.5506 -7.9096 0.214 0.071 0.222 0.226
H -7.1666 -2.5380 -7.0762 -0.410 0.025 -0.271 0.213
H -5.7292 -3.2882 -7.6544 0.133 -0.102 -0.242 0.283
H -6.4619 -3.2730 -9.6370 -0.285 0.028 -0.404 0.308
C -0.1444 10.8040 1.0626 -0.207 1.015 0.039 -0.478
O 0.4989 9.7923 0.3605 0.575 -1.050 -0.398 -0.499
H 0.4207 11.7322 1.1474 0.473 -0.065 0.159 0.242
H -1.0444 11.1269 0.5392 -0.437 -0.278 0.175 0.232
H -0.3525 10.4386 2.0682 -0.231 0.076 -0.092 0.198
H 1.1899 10.0982 -0.2315 -0.171 0.296 0.111 0.306
C 7.3031 7.5291 0.3795 -0.960 -0.068 0.039 -0.455
O 8.2208 7.8548 -0.6037 1.533 0.007 -0.990 -0.496
H 7.7470 6.8833 1.1372 -0.226 0.228 0.326 0.263
H 6.9059 8.4766 0.7437 -0.223 -0.259 0.715 0.189
H 6.4964 6.9791 -0.1050 -0.206 -0.070 0.192 0.186
H 9.0932 7.6578 -0.2547 0.079 0.165 -0.286 0.313
C -8.4026 3.2537 6.9059 -0.019 0.512 -0.710 -0.502
O -7.7614 3.5702 8.1221 0.370 -0.432 0.234 -0.504
H -9.3594 2.7383 6.9894 -0.033 -0.027 0.314 0.241
H -8.5396 4.1596 6.3155 -0.318 0.185 -0.051 0.251
H -7.7542 2.6426 6.2780 0.208 -0.199 0.445 0.217
H -8.3594 3.9842 8.7486 -0.200 -0.029 -0.233 0.297
```
Positions in Å, forces in eV/Å.